1.
75
Properties=species:S:1:pos:R:3 method="wB97M-V/def2-TZVPD" gap_ev="6.429 / 5.674" spin_multiplicity=5 charge=+1 fmax_ev_per_a=1.12 homo_energy_ev="-9.47 / -10.78"
Ir 0.309 -0.117 -0.448
Se 2.886 -1.531 1.744
Se 2.361 -0.113 3.505
C 0.510 -0.567 3.863
C 0.106 -0.455 5.190
C -1.210 -0.751 5.493
C -2.060 -1.162 4.474
C -1.549 -1.240 3.191
N -0.288 -0.930 2.881
C 3.331 -0.309 0.328
C 4.687 -0.066 0.171
C 5.143 0.676 -0.908
C 4.213 1.137 -1.817
C 2.878 0.856 -1.602
N 2.419 0.164 -0.548
H 0.807 -0.160 5.960
H -1.563 -0.681 6.514
H -3.091 -1.420 4.670
H -2.175 -1.564 2.365
H 5.373 -0.469 0.901
H 6.200 0.869 -1.037
H 4.499 1.696 -2.697
H 2.129 1.162 -2.318
S -0.269 0.274 -2.868
C -0.179 1.956 -2.698
N -0.427 2.653 -3.865
N -0.207 3.954 -3.883
C 0.790 4.754 -3.285
C 1.988 4.237 -2.816
C 2.921 5.086 -2.242
C 2.675 6.450 -2.152
C 1.491 6.967 -2.666
C 0.553 6.125 -3.236
N -0.002 2.630 -1.562
N 0.125 1.927 -0.446
C 0.135 2.753 0.700
C -0.020 2.163 1.947
C -0.070 2.948 3.088
C 0.043 4.327 2.992
C 0.209 4.915 1.742
C 0.254 4.143 0.596
H -0.817 4.433 -4.532
H 2.203 3.186 -2.926
H 3.850 4.677 -1.868
H 3.405 7.107 -1.702
H 1.296 8.030 -2.621
H -0.375 6.525 -3.627
H -0.132 1.088 2.007
H -0.203 2.478 4.054
H 0.001 4.941 3.881
H 0.298 5.990 1.658
H 0.391 4.596 -0.375
C -4.540 -0.546 -0.282
C -3.738 -1.627 -0.616
C -2.369 -1.487 -0.561
N -1.763 -0.344 -0.188
C -2.546 0.687 0.160
C -3.927 0.624 0.121
H -5.618 -0.617 -0.338
H -4.160 -2.572 -0.927
H -1.720 -2.306 -0.829
H -2.048 1.586 0.485
H -4.499 1.496 0.404
F -1.950 -7.497 0.541
C -1.327 -6.360 0.258
C -0.811 -5.582 1.281
F -0.933 -5.976 2.546
C -0.169 -4.393 0.981
F 0.326 -3.683 1.995
C -0.025 -3.962 -0.329
Se 1.027 -2.440 -0.836
C -0.550 -4.760 -1.337
F -0.445 -4.387 -2.614
C -1.196 -5.950 -1.059
F -1.692 -6.698 -2.039

***

2.
36
Properties=species:S:1:pos:R:3 method="wB97M-V/def2-TZVPD" smiles=CO.O.O.O.O.O.O.O.O.O.O gap_ev=10.794 charge=0 fmax_ev_per_a=2.05 relative_energy_kcal_mol=4.6 homo_energy_ev=-10.59
C 1.055 0.466 -0.348
O 0.800 -0.939 -0.189
H 2.030 0.690 0.055
H 1.076 0.766 -1.402
H 0.368 1.226 0.078
H -0.105 -0.997 0.187
O -0.780 -3.547 1.008
H 0.059 -3.992 0.935
H -0.469 -2.673 0.867
O -0.061 2.012 2.360
H 0.537 2.644 2.714
H 0.456 1.443 1.812
O 0.161 -2.275 -2.479
H 0.495 -1.590 -1.903
H 0.592 -3.086 -2.247
O 2.783 2.830 1.217
H 3.381 2.927 0.446
H 2.099 3.490 0.980
O -2.298 -1.687 3.247
H -2.830 -1.138 3.805
H -1.948 -2.434 3.779
O -2.757 0.925 3.002
H -2.903 0.921 2.050
H -1.792 0.958 2.967
O 1.813 1.439 -3.924
H 1.419 1.124 -4.737
H 1.945 0.661 -3.434
O 3.272 2.371 -1.838
H 2.290 2.474 -1.800
H 3.515 2.639 -2.762
O -1.954 -0.464 0.662
H -2.304 -0.949 1.413
H -2.376 -0.748 -0.156
O -2.826 -1.774 -1.841
H -2.038 -2.318 -1.820
H -2.705 -1.393 -2.706

***

3.
15
Properties=species:S:1:pos:R:3 method="wB97M-V/def2-TZVPD" gap_ev=7.794 charge=0 fmax_ev_per_a=1.55 relative_energy_kcal_mol=64.0 homo_energy_ev=-6.81
C -1.230 -1.119 0.600
N -0.351 -0.431 -0.371
C 1.014 -0.976 -0.401
C 1.829 0.024 0.024
C 1.138 1.260 0.227
C -0.196 1.068 -0.143
N -1.302 1.578 -0.580
H -2.201 -0.624 0.568
H -1.320 -2.166 0.297
H -0.792 -1.057 1.598
H 1.164 -2.043 -0.475
H 2.901 -0.113 0.167
H 1.601 2.224 0.381
H -1.326 2.578 -0.686
H -0.930 -0.202 -1.206

***

4.
7
Properties=species:S:1:pos:R:3 method="wB97M-V/def2-TZVPD" smiles="O=C=S.N" gap_ev=10.694 charge=0 fmax_ev_per_a=4.88 relative_energy_kcal_mol=6.8 homo_energy_ev=-9.92
O -1.149 -0.942 -1.068
C -1.465 -0.153 -0.243
S -2.049 0.819 0.775
N 1.038 0.185 0.022
H 0.759 0.287 0.962
H 1.897 0.581 -0.277
H 0.970 -0.777 -0.170

***

5.
43
Properties=species:S:1:pos:R:3 method="wB97M-V/def2-TZVPD" smiles="NC(N)(N)Cc1cc([PH2]=O)cc2c1C(=O)NC2=O.c1ccccc1" gap_ev=8.580 charge=0 fmax_ev_per_a=2.42 homo_energy_ev=-9.34
N 0.610 -2.536 0.327
C 1.533 -1.541 0.906
N 2.395 -2.226 1.844
N 0.728 -0.593 1.679
C 2.357 -0.773 -0.215
C 1.735 0.589 -0.480
C 0.550 0.706 -1.182
C -0.020 1.940 -1.388
P -1.594 2.032 -2.296
O -2.665 2.764 -1.586
C 0.589 3.077 -0.911
C 1.759 2.943 -0.259
C 2.351 1.716 -0.023
C 3.629 1.897 0.751
O 4.359 1.089 1.269
N 3.822 3.314 0.815
C 2.665 3.992 0.356
O 2.454 5.177 0.423
H 0.071 -2.115 -0.424
H 1.177 -3.272 -0.086
H 2.710 -1.604 2.575
H 3.181 -2.657 1.376
H 0.686 -0.911 2.639
H -0.201 -0.567 1.281
H 3.385 -0.647 0.115
H 2.350 -1.340 -1.150
H 0.119 -0.217 -1.554
H -2.073 0.733 -2.603
H -1.272 2.620 -3.542
H 0.163 4.063 -1.053
H 4.623 3.649 0.288
C -4.418 -1.535 -0.851
C -3.875 -0.472 -0.143
C -2.968 -0.712 0.882
C -2.608 -2.015 1.200
C -3.158 -3.078 0.496
C -4.061 -2.839 -0.530
H -5.121 -1.348 -1.653
H -4.158 0.545 -0.390
H -2.543 0.120 1.432
H -1.901 -2.205 1.995
H -2.881 -4.094 0.747
H -4.488 -3.668 -1.080

***

6.
52
Properties=species:S:1:pos:R:3 method="wB97M-V/def2-TZVPD" gap_ev=4.934 charge=+2 fmax_ev_per_a=0.84 relative_energy_kcal_mol=17.2 homo_energy_ev=-13.94
W 0.990 1.215 1.190
O -3.919 3.064 -0.227
C -3.260 3.140 -1.414
C -3.865 3.498 -2.610
C -3.100 3.551 -3.765
C -1.745 3.254 -3.739
C -1.144 2.898 -2.542
C -1.899 2.835 -1.379
C -1.328 2.485 -0.040
O 0.053 2.316 -0.064
N -1.869 1.253 0.600
N -1.179 0.138 0.547
C -0.466 -0.099 -0.542
C 0.293 -1.345 -0.651
Br 1.314 -1.549 0.960
C 0.292 -2.192 -1.680
C 0.990 -3.460 -1.867
C 0.311 -4.470 -2.555
C 0.906 -5.705 -2.743
C 2.197 -5.928 -2.282
C 2.896 -4.915 -1.639
C 2.298 -3.686 -1.424
H -4.833 3.355 -0.324
H -4.920 3.738 -2.638
H -3.571 3.835 -4.697
H -1.159 3.311 -4.645
H -0.081 2.691 -2.507
H -1.557 3.255 0.712
H -2.358 1.369 1.479
H -0.608 0.480 -1.452
H -0.395 -1.909 -2.475
H -0.689 -4.290 -2.929
H 0.370 -6.488 -3.260
H 2.668 -6.888 -2.443
H 3.915 -5.082 -1.317
H 2.874 -2.894 -0.967
Cl 0.529 3.019 2.538
C 2.555 2.502 0.514
Cl 2.738 1.117 -0.606
H 3.455 2.668 1.092
H 2.180 3.365 -0.023
Cl -2.030 0.441 3.591
C -0.409 0.067 4.010
C 0.667 0.358 3.175
C 1.912 0.093 3.693
Cl 3.170 0.584 2.569
C 2.207 -0.469 4.917
Cl 3.819 -0.737 5.387
C 1.110 -0.802 5.717
Cl 1.373 -1.531 7.229
C -0.188 -0.527 5.263
Cl -1.510 -0.928 6.262

***

7.
25
Properties=species:S:1:pos:R:3 method="wB97M-V/def2-TZVPD" gap_ev=6.376 charge=0 fmax_ev_per_a=4.17 relative_energy_kcal_mol=10.9 homo_energy_ev=-7.71
C -1.867 2.808 -0.156
C -1.470 2.518 1.135
C -1.454 2.025 -1.239
C -0.586 1.508 1.399
C -0.681 0.905 -0.987
C -0.261 0.642 0.336
C -0.649 -2.138 -0.411
C 1.771 -2.534 0.087
C 0.576 -0.423 0.639
C 0.719 -1.529 -0.321
Se 3.091 0.730 0.195
H -2.601 3.596 -0.315
H -1.942 2.988 2.094
H -1.957 2.260 -2.221
H -0.062 1.304 2.322
H -0.318 0.203 -1.757
H -0.991 -2.759 0.493
H -0.665 -2.757 -1.397
H -1.371 -1.343 -0.399
H 2.610 -2.017 0.829
H 1.176 -3.243 0.732
H 2.221 -3.033 -0.771
H 0.895 -0.630 1.719
H 1.042 -1.103 -1.358
H 2.773 2.022 -0.648

***

8.
56
Properties=species:S:1:pos:R:3 method="wB97M-V/def2-TZVPD" gap_ev=8.560 charge=-1 fmax_ev_per_a=0.56 relative_energy_kcal_mol=8.4 homo_energy_ev=-6.01
Zr 0.474 -0.136 0.058
O -2.383 2.723 0.597
C -2.114 1.568 0.355
O -1.130 0.905 0.913
C -2.963 0.742 -0.609
C -2.929 -0.748 -0.239
C -4.033 -1.511 -0.974
C -3.465 -1.569 -2.412
C -2.153 -0.803 -2.250
O -1.736 -1.193 -0.922
C -2.417 0.705 -2.076
C -1.098 1.431 -2.335
O -1.006 2.255 -3.222
O -0.113 1.005 -1.604
H -3.970 1.157 -0.595
H -2.830 -0.954 0.822
H -4.991 -0.995 -0.909
H -4.151 -2.509 -0.552
H -4.115 -1.110 -3.156
H -3.262 -2.596 -2.717
H -1.374 -1.051 -2.964
H -3.156 1.076 -2.782
O 0.579 1.773 3.275
P 1.427 0.426 3.239
O 1.625 -0.179 4.551
O 0.808 -0.402 2.100
O 2.856 0.911 2.607
P 3.194 0.759 1.056
O 4.396 1.783 0.849
O 3.535 -0.632 0.678
O 1.995 1.321 0.289
H -0.049 1.820 2.532
H 5.234 1.400 1.128
N 1.987 -0.626 -1.732
C 1.372 -1.373 -2.771
C 1.186 -0.804 -4.023
C 0.536 -1.513 -5.022
C 0.077 -2.796 -4.764
C 0.250 -3.348 -3.504
C 0.885 -2.649 -2.478
C 0.953 -3.225 -1.108
C 1.268 -4.579 -1.004
C 1.233 -5.224 0.219
C 0.829 -4.513 1.336
C 0.507 -3.165 1.220
C 0.626 -2.442 0.025
H 2.764 -1.092 -1.266
H 2.286 0.292 -2.045
H 1.530 0.208 -4.202
H 0.383 -1.056 -5.991
H -0.436 -3.356 -5.535
H -0.151 -4.330 -3.284
H 1.562 -5.124 -1.895
H 1.516 -6.267 0.295
H 0.769 -4.994 2.305
H 0.234 -2.642 2.129

***

Number 1: calculated total energy -9899.1570 Ha. Number 2: calculated total energy -880.1094 Ha. Number 3: calculated total energy -304.7335 Ha. Number 4: calculated total energy -568.0900 Ha. Number 5: calculated total energy -1407.2235 Ha. Number 6: calculated total energy -7007.8009 Ha. Number 7: calculated total energy -2790.7464 Ha. Number 8: calculated total energy -2462.1993 Ha.